No. 1
An isolated molecule of C6H10O2 at a distorted geometry. Source: OMol25; level of theory: ωB97M-V/def2-TZVPD.

Calculated values
- total energy (eV) = -10478.8926
- energy relative to the best compared isomer or geometry (same formula, charge and spin) (kcal/mol) = 6.4
- charge = 0
- HOMO energy (eV) = -9.42
- SMILES = C/C=C/CCC(=O)O
- gap between HOMO and LUMO (eV) = 10.148

Last column: natural (NBO) charge in e.
Geometry (Å):
C1 -2.23747 1.95589 -1.25733  -0.641
C2 -1.31895 0.91839 -0.67754  -0.182
C3 -0.02235 0.80837 -0.88071  -0.183
C4 0.95008 -0.16933 -0.29665  -0.441
C5 0.47217 -0.81084 0.99208  -0.528
C6 1.38031 -1.82667 1.62627  0.802
O1 1.20109 -2.37089 2.68259  -0.595
O2 2.47445 -2.06769 0.87841  -0.703
H1 -3.25279 1.60773 -1.39879  0.216
H2 -1.82329 2.28538 -2.21927  0.211
H3 -2.28552 2.84311 -0.62081  0.220
H4 -1.83438 0.21731 -0.02513  0.184
H5 0.42959 1.46968 -1.62645  0.192
H6 1.19401 -0.99567 -0.97406  0.228
H7 1.94009 0.27642 -0.20184  0.225
H8 0.23318 -0.10459 1.80328  0.247
H9 -0.52866 -1.25554 0.97940  0.246
H10 3.02844 -2.78106 1.21657  0.501



No. 2
A structure of composition C50H69AsN4Si4Ti at a distorted geometry. Source: OMol25; level of theory: ωB97M-V/def2-TZVPD.

Calculated values
- total energy (eV) = -174386.5787
- energy relative to the best compared isomer or geometry (same formula, charge and spin) (kcal/mol) = 6.1
- charge = +2
- HOMO energy (alpha / beta) (eV) = -12.48 / -12.54
- gap between HOMO and LUMO (alpha / beta) (eV) = 5.707 / 5.605

Last column: Mulliken charge in e.
Geometry (Å):
Ti1 -0.09199 0.28092 0.09796  -0.826
C1 0.98506 1.66896 3.31522  -0.629
C2 0.24870 0.37641 3.42761  -0.227
C3 -0.21781 -0.02726 4.67631  -1.053
C4 -0.88591 -1.22663 4.80300  -1.361
C5 -1.04550 -2.01458 3.67424  -1.087
C6 -0.55427 -1.56535 2.46112  1.071
N1 0.05985 -0.36360 2.32255  1.627
C7 -0.71441 -2.33727 1.22499  -0.268
C8 -1.12428 -3.65888 1.19303  -0.828
C9 -1.28317 -4.29651 -0.02663  -1.692
C10 -1.07591 -3.57926 -1.19363  -0.803
C11 -0.67205 -2.26079 -1.10984  0.676
N2 -0.44932 -1.65612 0.08538  1.625
C12 -0.51507 -1.37113 -2.26180  0.243
C13 -0.98362 -1.67645 -3.52744  -1.211
C14 -0.88742 -0.72135 -4.52364  -1.408
C15 -0.28583 0.48924 -4.23195  -0.580
C16 0.21522 0.72400 -2.95820  -0.254
C17 0.99851 1.95399 -2.65284  0.086
N3 0.06493 -0.18380 -1.97306  1.572
H1 0.32472 2.49596 3.58421  0.535
H2 1.35776 1.81163 2.30638  -1.339
H3 1.81723 1.67787 4.01957  0.822
H4 -0.04258 0.60637 5.53433  0.658
H5 -1.27201 -1.54623 5.76113  0.489
H6 -1.56604 -2.95786 3.74041  0.508
H7 -1.29485 -4.20824 2.10566  0.572
H8 -1.57754 -5.33579 -0.06676  0.530
H9 -1.21571 -4.05050 -2.15465  0.619
H10 -1.43642 -2.63604 -3.72680  0.498
H11 -1.27813 -0.92051 -5.51193  0.533
H12 -0.18115 1.24842 -4.99379  0.639
H13 0.86459 2.70138 -3.42857  0.567
H14 2.05624 1.69992 -2.59619  -0.856
H15 0.71040 2.37241 -1.69152  -0.447
C18 3.50913 3.26764 1.86279  0.029
Si1 3.67024 2.51260 0.13552  0.661
C19 3.10088 3.85348 -1.07090  -0.583
C20 5.50130 2.19093 -0.19288  -1.290
Si2 2.66534 0.26025 0.00653  0.915
Si3 3.49054 -1.24215 1.76098  0.750
C21 3.11927 -0.95716 3.59847  -0.939
C22 5.37828 -1.20724 1.68564  -1.174
C23 2.83712 -2.97587 1.33606  -1.134
Si4 3.53187 -0.91814 -2.05033  0.581
C24 3.30404 -0.09096 -3.74307  -1.089
C25 2.76712 -2.64781 -2.17096  -0.767
C26 5.40702 -1.06790 -1.87518  -1.338
H16 4.19122 4.11649 1.94774  0.538
H17 3.76939 2.56550 2.65646  0.312
H18 2.50265 3.64242 2.04824  -0.743
H19 3.69404 4.74981 -0.87504  0.597
H20 2.05286 4.12252 -0.93837  -0.206
H21 3.26198 3.58535 -2.11585  0.407
H22 6.06506 3.10914 -0.01061  0.456
H23 5.68685 1.89875 -1.22707  0.281
H24 5.91698 1.42000 0.45603  0.290
H25 3.40985 0.03859 3.93640  0.312
H26 3.71305 -1.67477 4.16879  0.595
H27 2.07673 -1.12402 3.86287  0.062
H28 5.76986 -0.20072 1.83639  0.254
H29 5.77775 -1.58428 0.74615  0.275
H30 5.77852 -1.83274 2.48680  0.457
H31 1.84683 -2.94863 0.87751  0.112
H32 2.77106 -3.59702 2.23195  0.439
H33 3.50601 -3.48457 0.64144  0.455
H34 2.27519 -0.09295 -4.09755  0.285
H35 3.89130 -0.65388 -4.47216  0.578
H36 3.67400 0.93558 -3.77036  0.310
H37 1.70027 -2.65729 -1.95318  -0.009
H38 3.24876 -3.34361 -1.48455  0.484
H39 2.89991 -3.04518 -3.17972  0.518
H40 5.87464 -0.13320 -1.56863  0.284
H41 5.82372 -1.33732 -2.84827  0.436
H42 5.71615 -1.84048 -1.17238  0.371
C27 1.35636 8.46033 -1.48554  -1.671
C28 0.76090 7.16826 -1.00905  0.276
C29 0.70622 6.84219 0.34032  -1.281
C30 0.15304 5.65025 0.78443  0.624
C31 0.10010 5.42341 2.28031  -1.708
C32 -0.37920 4.73546 -0.14275  1.069
As1 -0.92880 3.04868 0.77745  2.008
N4 -1.31042 1.61910 -0.37506  0.548
C33 -2.58574 1.43575 -0.93609  0.916
C34 -3.40715 2.51363 -1.28988  -0.578
C35 -4.62513 2.31861 -1.91500  -1.558
C36 -5.07311 1.03760 -2.19954  -1.109
C37 -4.30340 -0.04539 -1.80995  -0.856
C38 -3.09116 0.14707 -1.16795  -0.136
C39 -2.77087 3.44796 1.50008  -0.246
C40 -3.38507 2.41831 2.23936  -0.089
C41 -2.84733 1.01744 2.36095  -0.484
C42 -4.59519 2.62758 2.88981  -1.153
C43 -5.23790 3.84955 2.85782  0.432
C44 -6.53253 4.09225 3.57362  -1.565
C45 -4.64731 4.85064 2.10199  -0.881
C46 -3.45415 4.68505 1.40952  0.954
C47 -3.04843 5.88418 0.58765  -1.395
C48 -0.37165 5.06818 -1.50182  1.746
C49 -1.07148 4.28905 -2.58746  -1.966
C50 0.20920 6.26638 -1.90617  -0.965
H43 1.65404 9.09247 -0.65168  0.409
H44 0.63693 9.00606 -2.09656  0.367
H45 2.23350 8.26898 -2.10544  0.323
H46 1.08988 7.54306 1.07271  0.384
H47 0.17615 6.37653 2.79988  0.625
H48 0.93504 4.80101 2.60939  0.008
H49 -0.83270 4.94848 2.59127  0.304
H50 -3.08100 3.51936 -1.07752  0.759
H51 -5.22919 3.17654 -2.17894  0.527
H52 -6.02174 0.88509 -2.69478  0.439
H53 -4.65527 -1.05429 -1.98617  0.532
H54 -2.56086 -0.71660 -0.79444  0.320
H55 -1.81775 0.94858 2.04410  -1.129
H56 -3.44742 0.33974 1.74786  0.337
H57 -2.91724 0.67550 3.39440  0.797
H58 -5.03514 1.80375 3.44124  0.462
H59 -6.80802 3.24205 4.19409  0.377
H60 -7.33307 4.27102 2.85434  0.331
H61 -6.45973 4.97902 4.20337  0.375
H62 -5.14289 5.81247 2.03811  0.510
H63 -3.92615 6.50160 0.40652  0.616
H64 -2.62939 5.61308 -0.37445  -0.042
H65 -2.31837 6.49908 1.11419  0.282
H66 -1.29646 3.26369 -2.31306  -0.320
H67 -0.47691 4.29241 -3.50088  0.622
H68 -2.01499 4.78828 -2.82533  0.554
H69 0.19923 6.51316 -2.96231  0.527



No. 3
An isolated molecule of C5H9NO at a distorted geometry. Source: OMol25; level of theory: ωB97M-V/def2-TZVPD.

Calculated values
- total energy (eV) = -8865.1087
- energy relative to the best compared isomer or geometry (same formula, charge and spin) (kcal/mol) = 94.6
- charge = 0
- HOMO energy (eV) = -8.79
- SMILES = CC/C(C)=C\N=O
- gap between HOMO and LUMO (eV) = 8.704

Last column: natural (NBO) charge in e.
Geometry (Å):
C1 -1.27959 -1.38815 -0.35058  -0.611
C2 -0.44719 -0.67771 0.71320  -0.417
C3 0.60687 0.43039 -0.00431  0.152
C4 2.03182 0.06512 -0.05371  -0.672
C5 -0.00797 1.53908 -0.40117  -0.198
N1 -1.37997 1.51446 -0.01101  0.102
O1 -1.91315 2.59620 0.20463  -0.311
H1 -2.07941 -0.73429 -0.69978  0.225
H2 -1.71901 -2.29944 0.06183  0.209
H3 -0.66902 -1.65356 -1.21737  0.200
H4 -1.06398 -0.35549 1.54757  0.228
H5 0.27653 -1.37080 1.15045  0.188
H6 2.63116 0.83967 -0.52976  0.226
H7 2.42051 -0.10970 0.94693  0.236
H8 2.14646 -0.86172 -0.61613  0.235
H9 0.44592 2.46594 -0.74084  0.206



No. 4
The ion C6H11BNO2S with charge +1 at a distorted geometry. Source: OMol25; level of theory: ωB97M-V/def2-TZVPD.

Calculated values
- total energy (eV) = -23493.0313
- energy relative to the best compared isomer or geometry (same formula, charge and spin) (kcal/mol) = 0.0
- charge = +1
- HOMO energy (eV) = -12.37
- SMILES = [NH3+][C@H]1C=CC=C[C@]1(S)B(O)O
- gap between HOMO and LUMO (eV) = 9.104

Last column: natural (NBO) charge in e.
Geometry (Å):
N1 -0.02229 -2.03846 -0.36052  -0.718
C1 0.52149 -0.86095 0.34747  -0.085
C2 1.95670 -0.58799 0.04840  -0.232
C3 2.43034 0.65410 0.15354  -0.173
C4 1.55263 1.77878 0.42190  -0.221
C5 0.23007 1.69658 0.25608  -0.175
C6 -0.43114 0.43106 -0.15208  -0.471
S1 -0.48750 0.34115 -2.01966  -0.018
B1 -1.95944 0.24713 0.33755  1.126
O1 -2.67394 1.34474 0.52409  -0.859
O2 -2.37844 -1.04732 0.47704  -0.923
H1 -1.00832 -2.13490 -0.04064  0.473
H2 0.51861 -2.89248 -0.21221  0.437
H3 -0.04070 -1.76740 -1.36901  0.449
H4 0.35994 -0.96576 1.42327  0.238
H5 2.58679 -1.43072 -0.18442  0.222
H6 3.47694 0.86678 0.00344  0.241
H7 2.00991 2.71356 0.70136  0.240
H8 -0.42200 2.55022 0.35805  0.247
H9 0.67026 0.96812 -2.21964  0.162
H10 -3.60293 1.32619 0.75659  0.518
H11 -3.28699 -1.19241 0.74942  0.522



No. 5
An isolated molecule of C12H12N2O3S at a distorted geometry. Source: OMol25; level of theory: ωB97M-V/def2-TZVPD.

Calculated values
- total energy (eV) = -32594.7551
- energy relative to the best compared isomer or geometry (same formula, charge and spin) (kcal/mol) = 71.4
- charge = 0
- HOMO energy (eV) = -8.04
- gap between HOMO and LUMO (eV) = 7.270

Last column: natural (NBO) charge in e.
Geometry (Å):
O1 -1.08749 -2.14344 4.30428  -0.587
O2 -0.35162 -0.49191 -3.96801  -0.514
O3 -2.23154 -1.32359 2.56031  -0.687
S1 2.13626 0.04753 1.18071  0.262
C1 -1.09114 -1.75087 3.14947  0.783
C2 -0.48041 3.21766 -0.68770  -0.187
C3 -1.21379 2.96485 -1.85761  -0.205
C4 1.73111 -1.07228 -1.22685  -0.239
C5 0.42725 2.24229 -0.22859  -0.208
C6 1.44999 0.03820 -0.41112  -0.210
C7 -1.01911 1.78233 -2.55432  -0.187
C8 1.07970 -1.18977 -2.47074  -0.032
C9 0.61090 1.05621 -0.91350  -0.010
C10 -0.09998 0.81784 -2.11982  0.072
N1 0.03797 -2.42497 1.01142  -0.837
N2 0.11734 -0.29870 -2.83889  0.136
C11 0.58174 -0.24910 2.09158  -0.543
C12 0.21999 -1.73103 2.30801  -0.145
H1 -2.90686 -1.40987 3.27342  0.506
H2 -0.60005 4.16443 -0.15503  0.222
H3 -1.91271 3.71447 -2.19604  0.223
H4 2.43448 -1.84199 -0.89747  0.240
H5 0.98017 2.44550 0.69909  0.234
H6 -1.56814 1.61085 -3.49258  0.254
H7 1.29627 -2.05777 -3.11620  0.240
H8 0.84905 -2.28298 0.39115  0.373
H9 -0.81601 -2.07537 0.53704  0.367
H10 0.69152 0.20660 3.09118  0.230
H11 -0.28949 0.20279 1.65353  0.226
H12 1.02461 -2.16790 2.88330  0.222



No. 6
A structure of composition C35H27ClCoN3O4PS. Source: OMol25; level of theory: ωB97M-V/def2-TZVPD.

Calculated values
- total energy (eV) = -119663.6295
- energy relative to the best compared isomer or geometry (same formula, charge and spin) (kcal/mol) = 134.0
- charge = -1
- HOMO energy (alpha / beta) (eV) = -3.53 / -5.55
- multiplicity = 5
- gap between HOMO and LUMO (alpha / beta) (eV) = 5.593 / 7.690

Last column: Löwdin spin population.
Geometry (Å):
Co1 -0.14139 -1.70301 1.52170  2.148
O1 3.77984 -3.31094 0.64626  0.027
S1 2.49949 -2.69008 0.38490  0.173
O2 1.57575 -3.96193 -0.47706  0.191
O3 1.67031 -2.58471 1.63735  0.019
C1 1.52797 0.01069 -0.64742  0.038
C2 3.62434 -0.21200 -1.19947  0.034
C3 4.16680 1.19373 -1.22538  0.010
C4 3.44710 2.30116 -1.00300  0.017
C5 2.01121 2.43026 -0.68985  0.010
C6 1.11706 1.44795 -0.49819  0.012
P1 -0.62973 1.71136 -0.02254  0.003
C7 -1.44681 0.81701 -1.39227  0.000
C8 -2.60651 0.10862 -1.08657  0.000
C9 -3.22288 -0.67427 -2.05458  0.000
C10 -2.68089 -0.76221 -3.32919  0.002
C11 -1.52509 -0.05589 -3.64182  0.000
C12 -0.91328 0.72999 -2.67707  0.000
C13 -0.86233 3.48647 -0.44295  0.000
C14 -0.46492 4.41852 0.51866  0.000
C15 -0.63017 5.77943 0.31105  0.000
C16 -1.22441 6.23465 -0.85922  0.001
C17 -1.64186 5.31927 -1.81413  0.000
C18 -1.45836 3.95663 -1.61048  0.001
H1 4.38475 -0.95528 -1.44858  0.007
H2 5.22916 1.31363 -1.41408  0.001
H3 3.98185 3.24412 -1.05332  0.001
H4 1.65941 3.45176 -0.61811  0.000
H5 -2.99255 0.12964 -0.07288  0.000
H6 -4.10887 -1.24232 -1.80080  0.000
H7 -3.14412 -1.39862 -4.07302  0.001
H8 -1.09074 -0.13445 -4.63121  0.000
H9 -0.00171 1.26963 -2.91542  0.000
H10 -0.02111 4.06573 1.44387  0.000
H11 -0.30777 6.48288 1.06879  0.000
H12 -1.36787 7.29572 -1.02128  0.000
H13 -2.11222 5.66460 -2.72685  0.000
H14 -1.78844 3.25660 -2.36774  0.000
O4 -0.94144 -3.21883 0.67260  0.169
C19 -0.85863 -3.57288 -0.56950  0.190
C20 -1.95711 -4.04466 -1.26622  0.035
C21 -1.86465 -4.51138 -2.57764  0.264
C22 -0.60025 -4.56424 -3.21720  0.041
C23 0.51390 -4.09476 -2.60896  0.184
C24 0.48528 -3.41971 -1.26931  0.054
C25 0.82144 -1.92720 -1.39002  0.039
N1 0.48373 -1.02409 -0.52643  0.065
C26 2.81281 -0.43415 0.07833  0.439
C27 2.29092 -0.25319 -1.98696  0.004
N2 1.73412 -1.54282 -2.32082  0.020
H15 -2.90102 -4.06239 -0.73515  -0.004
H16 -2.74532 -4.88263 -3.08508  0.018
H17 -0.51538 -5.02767 -4.19373  -0.003
H18 1.49567 -4.23328 -3.04863  0.010
H19 3.12247 -0.04013 1.04364  0.019
H20 2.20108 0.46445 -2.80267  0.000
H21 2.18848 -2.21972 -2.90790  0.002
Cl1 -0.39584 2.43943 3.85634  -0.002
C28 -0.52875 0.92071 4.71724  -0.013
C29 -1.12108 0.95552 5.97156  0.002
C30 -1.24773 -0.21005 6.70571  -0.013
C31 -0.77306 -1.40492 6.17797  0.002
C32 -0.18937 -1.41703 4.92583  -0.008
C33 -0.05532 -0.25901 4.15354  -0.006
C34 0.59160 -0.34836 2.81549  -0.174
H22 -1.48239 1.89890 6.35781  0.000
H23 -1.71697 -0.18499 7.68083  -0.001
H24 -0.86748 -2.32611 6.73857  0.000
H25 0.17024 -2.35152 4.50764  0.001
H26 1.59768 -0.75293 2.91141  -0.007
H27 0.61523 0.60047 2.28445  -0.003
N3 -2.84597 -0.47930 2.23158  0.017
C35 -1.80793 -0.90589 1.95762  -0.039